1.
C34H40N4O2P2Pd | ωB97M-V with the def2-TZVPD basis set

Last column: Mulliken charge in e.
Atoms and positions in Å:
Pd1 0.372 -3.914 0.666  0.234
C1 -1.399 -3.823 -0.976  -0.785
C2 -0.409 -2.859 -1.096  -0.631
C3 -0.511 -1.388 -0.739  -0.663
C4 -0.040 -1.000 0.674  -0.059
C5 -0.229 -2.075 1.706  -0.534
C6 -1.379 -2.852 1.799  -0.044
C7 -2.602 -2.719 0.958  -1.152
C8 -2.654 -3.759 -0.204  -0.355
C9 0.819 -4.622 2.543  -1.217
H1 -1.318 -4.696 -1.621  0.676
H2 0.380 -3.111 -1.818  0.529
H3 -1.514 -0.981 -0.930  0.255
H4 0.157 -0.871 -1.442  0.439
H5 1.040 -0.803 0.634  0.442
H6 -0.528 -0.062 0.974  -0.101
H7 0.488 -2.113 2.529  0.533
H8 -1.447 -3.557 2.628  0.488
H9 -2.724 -1.701 0.565  0.297
H10 -3.470 -2.931 1.601  0.492
H11 -2.837 -4.761 0.223  0.360
H12 -3.506 -3.545 -0.872  0.403
H13 0.493 -5.675 2.535  0.306
H14 0.362 -4.052 3.366  0.523
H15 1.918 -4.565 2.566  0.321
P1 0.634 4.149 1.374  -0.016
P2 0.896 3.437 -1.712  -0.124
N1 -0.686 4.213 2.511  0.363
N2 1.622 5.301 2.320  0.264
N3 -0.696 3.119 -2.382  0.384
N4 1.636 3.764 -3.265  0.379
C10 -0.054 5.369 0.139  -0.728
C11 0.609 5.221 -1.241  -0.965
C12 -1.395 3.083 2.950  -0.337
C13 -2.460 3.503 3.733  -0.604
C14 -2.416 4.938 3.782  -0.684
C15 -1.338 5.342 3.014  -0.104
C16 2.901 4.966 2.790  -0.491
C17 3.517 6.111 3.266  -0.590
C18 2.598 7.196 3.090  -0.804
C19 1.458 6.675 2.506  0.028
C20 -1.341 1.894 -2.164  -0.156
C21 -2.658 1.998 -2.588  -0.377
C22 -2.845 3.334 -3.070  -1.135
C23 -1.637 3.998 -2.922  0.056
C24 1.124 4.453 -4.371  -0.003
C25 2.147 4.663 -5.279  -0.497
C26 3.344 4.113 -4.710  -0.438
C27 3.013 3.580 -3.478  -0.348
H16 0.048 6.408 0.487  0.443
H17 -1.135 5.167 0.073  0.490
H18 0.012 5.766 -1.987  0.441
H19 1.612 5.680 -1.235  0.553
H20 -1.072 2.098 2.649  0.305
H21 -3.214 2.880 4.194  0.414
H22 -3.099 5.606 4.285  0.449
H23 -0.998 6.335 2.790  0.231
H24 3.250 3.947 2.723  0.409
H25 4.511 6.188 3.677  0.418
H26 2.746 8.234 3.332  0.451
H27 0.566 7.195 2.192  0.292
H28 -0.798 1.077 -1.718  -0.007
H29 -3.409 1.220 -2.541  0.450
H30 -3.756 3.767 -3.460  0.468
H31 -1.385 5.019 -3.160  0.368
H32 0.090 4.736 -4.434  0.351
H33 2.045 5.166 -6.228  0.481
H34 4.325 4.129 -5.161  0.459
H35 3.610 3.095 -2.721  0.414
O1 -1.307 -6.544 0.340  -0.237
C28 -0.139 -6.722 -0.040  1.319
O2 0.775 -5.816 -0.285  -0.688
C29 0.328 -8.148 -0.229  0.097
C30 1.655 -8.425 -0.579  -0.190
C31 2.105 -9.744 -0.714  -0.609
C32 1.221 -10.816 -0.516  -0.351
C33 -0.117 -10.549 -0.170  -0.657
C34 -0.551 -9.225 -0.025  -0.312
H36 2.320 -7.577 -0.740  0.373
H37 3.151 -9.923 -0.978  0.395
H38 1.577 -11.844 -0.615  0.404
H39 -0.817 -11.374 -0.014  0.397
H40 -1.581 -8.987 0.243  0.355

- 2S+1 = 5
- charge = +2
- HOMO (spin up / spin down) (eV) = -11.6 / -12.0
- largest force on an atom (eV Å⁻¹) = 5.30
- expectation value of S² = 6.049
- orbital gap (spin up / spin down) (Ha) = 0.255 / 0.083

2.
C68H88Br2N6O6SSi2Sr | ωB97M-V with the def2-TZVPD basis set

Last column: Mulliken charge in e.
Atoms and positions in Å:
Sr1 0.364 0.026 1.251  4.052
C1 -3.488 -0.541 4.274  -1.484
C2 -1.990 -0.447 4.583  2.568
C3 -1.653 -1.425 5.709  -2.386
C4 -1.625 0.994 4.872  0.476
C5 -1.465 1.403 6.183  -0.313
C6 -1.188 2.723 6.485  -1.377
C7 -1.152 3.635 5.454  -0.873
C8 -1.340 3.288 4.111  1.309
C9 -1.393 4.537 3.213  0.352
C10 -2.845 5.043 3.082  -1.702
C11 -0.679 4.531 1.858  -0.329
C12 -1.527 1.915 3.802  -0.776
N1 -1.586 1.361 2.498  1.127
C13 -2.301 1.947 1.609  -1.876
C14 -2.511 1.665 0.208  1.377
C15 -2.725 2.837 -0.559  -0.567
C16 -3.097 2.836 -1.874  -1.333
C17 -3.362 1.597 -2.483  -1.190
C18 -3.243 0.444 -1.769  -0.570
C19 -2.787 0.384 -0.405  0.646
N2 -2.757 -0.790 0.240  0.972
C20 -3.787 -1.691 -0.091  -1.158
C21 -3.721 -2.806 -0.969  0.781
C22 -4.884 -3.536 -1.220  -0.610
C23 -6.105 -3.230 -0.652  -1.295
C24 -6.165 -2.180 0.245  -0.468
C25 -5.037 -1.431 0.540  0.847
C26 -5.159 -0.313 1.563  2.210
C27 -5.879 -0.784 2.832  -1.941
C28 -5.877 0.907 0.973  -1.681
C29 -2.490 -3.337 -1.686  0.678
C30 -1.662 -4.202 -0.734  -1.131
C31 -1.604 -2.291 -2.345  -0.825
H1 -3.754 -1.554 3.962  0.565
H2 -3.756 0.144 3.472  0.184
H3 -4.070 -0.283 5.163  0.360
H4 -1.443 -0.740 3.688  -1.223
H5 -2.330 -1.299 6.557  0.614
H6 -0.630 -1.301 6.067  0.350
H7 -1.766 -2.447 5.347  0.367
H8 -1.549 0.684 6.986  0.319
H9 -1.012 3.040 7.505  0.376
H10 -0.985 4.677 5.701  0.376
H11 -0.881 5.306 3.795  0.780
H12 -3.392 4.534 2.288  0.381
H13 -2.843 6.110 2.849  0.470
H14 -3.389 4.899 4.017  0.292
H15 -0.787 3.602 1.313  -0.347
H16 0.381 4.706 2.003  -0.312
H17 -1.067 5.342 1.238  0.524
H18 -2.872 2.820 1.934  -0.048
H19 -2.561 3.798 -0.082  0.191
H20 -3.204 3.763 -2.422  0.348
H21 -3.680 1.563 -3.519  0.442
H22 -3.469 -0.497 -2.250  0.514
H23 -4.826 -4.364 -1.919  0.350
H24 -6.992 -3.799 -0.906  0.366
H25 -7.115 -1.939 0.710  0.279
H26 -4.146 -0.020 1.838  -1.242
H27 -6.945 -0.940 2.652  0.470
H28 -5.779 -0.039 3.625  0.418
H29 -5.452 -1.723 3.188  0.488
H30 -6.865 0.624 0.597  0.339
H31 -5.307 1.322 0.142  0.224
H32 -6.004 1.685 1.731  0.444
H33 -2.857 -3.996 -2.481  0.679
H34 -1.116 -3.554 -0.059  -0.354
H35 -0.940 -4.802 -1.294  0.357
H36 -2.297 -4.870 -0.148  0.508
H37 -1.218 -1.579 -1.623  -0.683
H38 -2.139 -1.729 -3.109  0.476
H39 -0.750 -2.782 -2.817  0.328
O1 3.868 5.901 5.536  -0.821
N3 3.425 4.736 5.718  0.975
O2 3.328 4.256 6.881  -0.787
C32 3.030 3.999 4.604  -0.786
C33 3.137 4.622 3.355  -0.738
C34 2.739 3.986 2.176  1.024
C35 2.875 4.584 0.895  -0.934
C36 2.402 3.936 -0.213  -0.961
C37 1.761 2.697 -0.059  -0.915
N4 1.629 2.114 1.121  1.290
C38 2.123 2.708 2.219  -0.503
C39 2.029 2.030 3.494  -1.540
N5 1.485 0.801 3.494  1.632
C40 1.501 0.089 4.606  -0.401
C41 2.036 0.560 5.793  -1.945
C42 2.529 1.848 5.837  -0.603
C43 2.534 2.639 4.676  0.987
H40 3.530 5.627 3.327  0.560
H41 3.345 5.558 0.822  0.428
H42 2.496 4.369 -1.200  0.541
H43 1.350 2.164 -0.913  0.001
H44 1.077 -0.907 4.536  0.447
H45 2.047 -0.069 6.673  0.515
H46 2.919 2.262 6.750  0.592
Br1 5.196 -1.603 2.300  -0.209
C44 3.651 -2.594 2.759  -0.105
C45 3.787 -3.753 3.512  -0.347
C46 2.678 -4.495 3.833  0.097
Br2 2.922 -6.094 4.851  -0.302
C47 1.388 -4.092 3.441  0.908
C48 0.200 -4.802 3.717  -1.494
C49 -1.007 -4.279 3.345  -1.633
C50 -1.040 -3.039 2.689  -0.541
N6 0.048 -2.372 2.381  1.615
C51 1.258 -2.872 2.716  -1.224
C52 2.419 -2.098 2.290  1.005
O3 2.305 -1.065 1.573  -0.509
H47 4.771 -4.070 3.827  0.459
H48 0.255 -5.755 4.225  0.360
H49 -1.928 -4.807 3.550  0.576
H50 -1.983 -2.590 2.393  0.149
C53 3.262 -4.320 -3.156  -0.517
Si1 2.951 -4.446 -1.285  -0.160
C54 2.156 -6.132 -0.904  -1.158
C55 4.660 -4.450 -0.452  -0.972
C56 1.836 -3.106 -0.740  -0.802
H51 4.326 -4.335 -3.396  0.404
H52 2.855 -3.373 -3.518  -0.470
H53 2.778 -5.126 -3.712  0.461
H54 2.808 -6.972 -1.152  0.366
H55 1.226 -6.257 -1.465  0.313
H56 1.907 -6.206 0.158  0.282
H57 5.322 -5.208 -0.877  0.421
H58 4.574 -4.635 0.621  0.193
H59 5.133 -3.474 -0.577  0.280
H60 1.149 -3.228 0.087  0.721
H61 1.844 -2.116 -1.188  0.365
C57 4.829 0.603 -5.367  -1.518
C58 4.240 1.070 -4.030  2.197
C59 5.003 2.291 -3.516  -1.891
C60 4.327 -0.062 -3.004  -1.455
O4 2.897 1.487 -4.244  0.070
Si2 1.504 0.581 -4.269  -2.618
S1 0.716 0.280 -2.404  -0.010
O5 0.477 1.416 -5.266  0.534
C61 0.192 2.809 -5.331  2.238
C62 -1.233 2.934 -5.869  -1.786
C63 1.191 3.461 -6.294  -1.906
C64 0.286 3.484 -3.960  -1.313
O6 1.883 -0.795 -5.112  1.206
C65 1.250 -1.462 -6.191  1.895
C66 2.056 -2.734 -6.455  -1.642
C67 1.263 -0.597 -7.459  -1.864
C68 -0.192 -1.813 -5.817  -1.170
H62 5.874 0.308 -5.247  0.450
H63 4.760 1.403 -6.107  0.363
H64 4.251 -0.251 -5.719  -0.064
H65 6.051 2.037 -3.349  0.417
H66 4.567 2.625 -2.574  0.245
H67 4.944 3.106 -4.240  0.371
H68 5.369 -0.336 -2.825  0.612
H69 3.785 -0.933 -3.373  0.077
H70 3.869 0.248 -2.064  0.165
H71 -1.323 2.409 -6.823  0.340
H72 -1.497 3.984 -6.012  0.410
H73 -1.926 2.484 -5.158  0.190
H74 1.111 3.012 -7.286  0.368
H75 2.197 3.290 -5.912  0.134
H76 1.008 4.536 -6.368  0.469
H77 -0.348 2.962 -3.245  0.043
H78 -0.022 4.530 -4.029  0.614
H79 1.315 3.432 -3.602  0.012
H80 3.085 -2.475 -6.713  0.365
H81 1.616 -3.298 -7.280  0.390
H82 2.073 -3.361 -5.564  0.206
H83 2.290 -0.329 -7.717  0.327
H84 0.699 0.313 -7.277  0.165
H85 0.815 -1.147 -8.290  0.554
H86 -0.202 -2.411 -4.905  0.019
H87 -0.675 -2.369 -6.624  0.612
H88 -0.745 -0.893 -5.627  0.103

- 2S+1 = 1
- charge = -2
- HOMO (spin up / spin down) (eV) = -1.4 / -2.7
- largest force on an atom (eV Å⁻¹) = 2.13
- orbital gap (spin up / spin down) (Ha) = 0.175 / 0.224

3.
C6H16N2OP | ωB97M-V with the def2-TZVPD basis set

Last column: Mulliken charge in e.
Atoms and positions in Å:
C1 -2.236 2.035 -0.537  -0.921
N1 -1.101 1.246 0.002  -0.176
C2 -0.951 -0.095 0.059  0.841
O1 -2.047 -0.903 -0.041  -0.380
P1 -3.672 -0.602 0.470  -0.090
N2 0.310 -0.513 0.253  0.254
C3 0.410 -1.884 0.551  -1.072
C4 1.538 0.293 -0.118  0.365
C5 2.381 -0.330 -1.240  -1.568
C6 2.519 0.452 1.091  -1.405
H1 -2.175 3.030 -0.199  0.354
H2 -3.218 1.671 -0.071  0.221
H3 -2.226 1.934 -1.548  0.423
H4 -0.243 1.820 0.021  0.231
H5 -4.024 -0.623 -0.867  0.126
H6 -4.033 -2.052 0.608  0.133
H7 0.439 -2.175 1.657  0.290
H8 -0.282 -2.481 0.104  0.458
H9 1.438 -2.229 0.266  0.303
H10 1.350 1.403 -0.262  0.169
H11 2.894 -1.173 -0.882  0.464
H12 1.677 -0.584 -2.013  0.392
H13 3.073 0.347 -1.632  0.430
H14 3.314 -0.222 1.234  0.348
H15 1.897 0.246 1.965  0.400
H16 2.968 1.390 1.127  0.409

- 2S+1 = 1
- charge = +1
- HOMO (eV) = -13.7
- largest force on an atom (eV Å⁻¹) = 5.75
- structure (SMILES) = C/[NH+]=C(\OP)N(C)C(C)C
- orbital gap (Ha) = 0.387

4.
C5H10O2 | ωB97M-V with the def2-TZVPD basis set

Last column: Mulliken charge in e.
Atoms and positions in Å:
C1 1.395 -1.075 0.305  -0.823
C2 0.774 -0.043 -0.279  0.614
C3 1.538 1.112 -0.861  -1.168
C4 -0.937 0.428 0.282  0.755
C5 -1.408 -0.342 1.474  -1.174
O1 -1.229 1.550 -0.018  -0.563
H1 2.477 -1.183 0.301  0.283
H2 0.845 -1.925 0.695  0.217
H3 2.611 1.038 -0.666  0.396
H4 1.196 2.058 -0.434  0.276
H5 1.395 1.163 -1.944  0.278
H6 -1.060 -1.371 1.490  0.294
H7 -1.079 0.175 2.377  0.315
H8 -2.499 -0.368 1.452  0.323
O2 -1.576 -0.699 -1.246  -0.728
H9 -2.037 -0.043 -1.789  0.327
H10 -0.405 -0.473 -1.138  0.378

- 2S+1 = 1
- charge = 0
- HOMO (eV) = -9.4
- largest force on an atom (eV Å⁻¹) = 3.45
- structure (SMILES) = C=C(C)C(C)=O.O
- orbital gap (Ha) = 0.363

5.
C3H5NO2 | ωB97M-V with the def2-TZVPD basis set

Last column: Mulliken charge in e.
Atoms and positions in Å:
H1 0.760 2.471 -0.986  0.264
N1 0.901 1.971 -0.115  -0.646
C1 0.364 0.833 -0.112  0.442
C2 0.205 -0.028 1.095  -0.154
O1 -0.010 -1.317 0.562  -0.351
C3 -0.557 -1.150 -0.721  -0.123
O2 -0.314 0.197 -1.123  -0.366
H2 1.025 -0.019 1.821  0.284
H3 -0.698 0.407 1.552  0.198
H4 -0.063 -1.810 -1.447  0.206
H5 -1.637 -1.334 -0.676  0.247

- 2S+1 = 1
- charge = 0
- HOMO (eV) = -10.2
- largest force on an atom (eV Å⁻¹) = 0.58
- structure (SMILES) = [H]/N=C1/COCO1
- orbital gap (Ha) = 0.407